DFT (ωB97M-V with the def2-TZVPD basis set) results for a gas-phase ion, C6H8NO2 (charge +1) in a non-equilibrium geometry.

Orbital gap (alpha / beta): 0.2743 / 0.2743 hartree
HOMO energy (alpha / beta): -0.492 / -0.492 hartree
Net charge: +1
Spin multiplicity: 1

Structure (XYZ):
```
17
Properties=species:S:1:pos:R:3:forces:R:3:lowdin_charge:R:1
C -1.147 1.114 -0.001 -0.1 -0.3 -0.1 -0.02
C -0.070 -0.993 -0.057 -1.1 -0.6 -0.4 0.12
C -3.203 -0.145 0.459 0.5 -1.2 4.0 -0.10
C 1.312 -1.431 0.105 0.2 0.2 0.2 -0.17
C 2.240 -0.212 -0.027 0.0 -0.1 -0.2 -0.13
C 1.293 0.980 0.123 0.9 0.7 0.2 -0.10
N -0.042 0.371 0.001 -0.4 -0.2 0.1 -0.05
O -2.328 0.646 -0.139 1.1 1.7 -2.3 0.10
O -4.154 -0.629 -0.164 -1.0 -0.3 -1.8 0.20
H -1.045 2.197 0.070 -0.2 -0.2 0.0 0.19
H 1.313 -1.853 1.122 0.0 -0.1 0.1 0.15
H 1.563 -2.272 -0.541 -0.1 0.0 0.0 0.13
H 3.020 -0.206 0.727 0.0 0.1 0.0 0.12
H 2.717 -0.220 -1.006 0.0 0.1 0.1 0.12
H 1.373 1.447 1.106 0.0 0.0 -0.1 0.14
H 1.436 1.743 -0.642 0.0 0.0 0.1 0.14
H -4.277 -0.537 -1.136 0.3 0.2 0.0 0.18
```
Forces are in eV/Å.

=====

DFT (ωB97M-V with the def2-TZVPD basis set) results for a gas-phase ion, C6H8NO2S (charge +1) in a non-equilibrium geometry.

Orbital gap: 0.3173 hartree
HOMO energy: -0.508 hartree
Net charge: +1
Spin multiplicity: 1

Structure (XYZ):
```
18
Properties=species:S:1:pos:R:3:forces:R:3:lowdin_charge:R:1
C 1.790 -0.302 0.880 0.0 0.1 0.4 -0.07
C 0.858 0.664 1.333 0.4 -0.2 -0.1 -0.09
C 1.829 -0.743 -0.405 -0.3 -0.1 -0.1 -0.04
C 1.030 -0.227 -1.472 0.5 -0.2 -0.3 -0.03
C -0.401 0.693 0.821 0.0 -0.7 -1.2 -0.18
C -0.068 0.505 -1.373 0.0 0.9 1.0 -0.12
N -1.125 0.916 -1.967 -0.3 -0.2 -0.1 0.21
O -2.042 -0.743 2.011 -0.2 0.6 -0.4 -0.26
O -2.116 -0.938 -0.458 -0.8 -0.3 -0.4 -0.43
S -1.198 -1.021 0.645 0.4 0.3 1.3 0.96
H 2.596 -0.585 1.542 0.2 0.0 0.0 0.13
H 1.191 1.392 2.064 -0.1 0.0 0.0 0.14
H 2.619 -1.417 -0.703 0.1 0.0 0.0 0.13
H 1.469 -0.294 -2.465 -0.2 0.0 -0.1 0.15
H -1.112 1.470 1.063 -0.2 0.1 0.0 0.11
H -1.568 1.791 -1.709 0.2 0.0 -0.1 0.16
H -2.042 -1.429 2.685 0.2 -0.5 -0.1 0.09
H -1.710 0.267 -2.493 0.1 0.1 0.1 0.16
```
Forces are in eV/Å.

=====

DFT (ωB97M-V with the def2-TZVPD basis set) results for a gas-phase ion, C6H8NO4S (charge -1) in a non-equilibrium geometry.

Orbital gap (alpha / beta): 0.1533 / 0.1857 hartree
HOMO energy (alpha / beta): -0.038 / -0.166 hartree
Net charge: -1
Spin multiplicity: 3

Structure (XYZ):
```
20
Properties=species:S:1:pos:R:3:forces:R:3:lowdin_spin:R:1
C -0.390 -2.477 -2.047 -1.5 0.5 -0.3 0.00
C -0.180 1.415 2.396 0.0 3.2 -1.9 0.01
C 0.277 -1.319 -1.877 -2.3 -0.1 0.2 0.00
C 0.013 1.165 1.092 -0.5 -0.3 1.8 0.24
C -0.371 -0.217 -1.004 1.4 1.6 -1.8 0.01
C 0.295 -0.131 0.382 0.5 1.2 -1.2 0.06
N -0.194 -1.276 1.143 1.9 1.8 -1.6 0.37
O 1.815 2.452 -0.492 -0.5 0.1 -0.4 0.25
O 0.547 -1.793 1.969 3.2 -1.4 3.0 0.28
O -1.375 -1.589 1.052 -4.3 -0.4 -0.7 0.24
O 0.341 4.023 0.783 -0.3 -1.8 -1.6 0.21
S 0.442 2.809 -0.107 0.8 1.0 3.0 0.29
H -0.094 -3.378 -2.592 0.5 0.6 -0.1 0.00
H -1.501 -2.541 -1.776 1.9 0.1 0.5 0.00
H -0.233 2.564 2.559 0.0 -2.1 0.3 0.01
H -0.310 0.732 3.232 0.1 -0.2 -0.6 0.01
H 1.130 -1.008 -2.472 0.5 -0.5 0.6 0.00
H -0.195 0.773 -1.533 0.2 -0.9 0.4 0.00
H -1.454 -0.228 -0.975 -0.1 -0.7 0.5 0.00
H 1.436 0.024 0.268 -1.5 -1.4 0.1 0.00
```
Forces are in eV/Å.

=====

DFT (ωB97M-V with the def2-TZVPD basis set) results for a gas-phase ion, C6H8NS (charge -1) in a non-equilibrium geometry.

Orbital gap (alpha / beta): 0.2180 / 0.2180 hartree
HOMO energy (alpha / beta): -0.109 / -0.109 hartree
Net charge: -1
Spin multiplicity: 1

Structure (XYZ):
```
16
Properties=species:S:1:pos:R:3:forces:R:3:lowdin_charge:R:1
C -0.778 0.245 -0.247 1.2 -1.0 0.6 -0.23
C 0.339 -0.617 -0.089 -0.7 1.1 -0.2 -0.04
C -0.949 1.383 0.494 0.6 0.8 0.7 -0.15
C 1.721 -0.386 0.129 -1.7 -2.8 0.5 -0.54
C -2.120 2.154 0.067 -0.1 2.3 1.0 -0.24
C 2.383 -1.676 0.562 0.3 -0.1 0.7 -0.10
N 2.238 0.760 -0.019 0.5 3.0 -0.8 -0.50
S 3.764 1.310 0.107 0.0 -0.7 0.3 0.33
H -1.647 -0.167 -0.770 -0.1 -0.3 -0.2 0.07
H 0.157 -1.676 -0.081 -0.5 -0.5 -0.6 0.08
H -2.855 1.629 -0.451 -1.3 -1.2 -1.8 0.01
H -2.755 2.780 0.744 1.0 -0.5 0.5 0.06
H -1.658 2.955 -0.535 -0.2 -0.3 -0.4 0.08
H 3.419 -1.686 0.264 0.6 0.0 0.5 0.04
H 2.176 -1.830 1.641 0.9 0.3 -0.3 0.08
H 1.944 -2.575 0.146 -0.3 0.0 -0.6 0.05
```
Forces are in eV/Å.

=====

DFT (ωB97M-V with the def2-TZVPD basis set) results for a gas-phase ion, C6H8NS2 (charge +1) in a non-equilibrium geometry.

Orbital gap (alpha / beta): 0.2547 / 0.2547 hartree
HOMO energy (alpha / beta): -0.433 / -0.433 hartree
Net charge: +1
Spin multiplicity: 1

Structure (XYZ):
```
17
Properties=species:S:1:pos:R:3:forces:R:3:lowdin_charge:R:1
C -0.997 2.024 -1.027 4.6 -0.3 0.2 -0.28
C 0.357 0.389 0.062 1.7 3.3 -1.0 -0.01
C 1.685 1.810 -1.386 -2.7 -1.6 2.4 -0.89
C 1.257 -0.733 0.031 0.5 -1.6 2.2 -0.20
C 2.776 -0.216 0.060 -1.5 -1.3 -0.6 -0.35
C -2.003 0.250 0.200 -2.3 -0.1 -2.7 0.04
N -0.770 0.963 -0.275 -0.3 -1.0 -1.2 -0.24
S 0.511 2.858 -1.697 -1.3 -0.5 0.0 1.04
S 3.088 1.079 -1.259 1.1 -0.6 0.1 0.99
H -1.943 2.306 -1.231 -2.7 1.3 -0.5 0.05
H 1.181 -1.381 1.075 0.2 1.7 -2.4 0.20
H 0.981 -1.423 -0.764 0.5 -0.2 -0.3 0.12
H 2.925 0.262 0.999 0.1 0.7 0.7 0.07
H 3.491 -1.064 0.021 -0.4 0.6 -0.4 0.10
H -2.194 -0.732 -0.412 0.4 2.1 1.0 0.16
H -1.746 0.018 1.155 0.2 -1.0 2.9 0.05
H -2.925 0.957 0.222 1.8 -1.3 -0.3 0.15
```
Forces are in eV/Å.

=====

DFT (ωB97M-V with the def2-TZVPD basis set) results for a single C6H8O2 molecule in a non-equilibrium geometry.

SMILES: C=C(C)C(=O)[C@@H]1CO1
Orbital gap: 0.3731 hartree
HOMO energy: -0.354 hartree
Net charge: 0
Spin multiplicity: 1

Structure (XYZ):
```
16
Properties=species:S:1:pos:R:3:forces:R:3:lowdin_charge:R:1
C 1.483 0.791 -0.681 -1.2 0.9 2.0 -0.09
C 0.648 2.021 0.268 1.8 -1.9 0.0 -0.01
C -0.909 -1.488 1.109 0.1 -0.1 0.0 -0.05
C 0.973 -0.518 -0.270 -0.1 -0.4 -0.2 -0.38
C -0.506 -0.730 -0.122 -0.2 -0.2 -0.1 -0.30
C -1.356 -0.371 -1.081 0.2 0.0 0.1 0.08
O 0.681 1.848 -1.075 -0.3 0.9 -1.7 -0.07
O 1.760 -1.418 -0.015 -0.3 0.5 -0.1 0.08
H 2.527 0.862 -0.969 0.1 0.1 0.4 0.15
H -0.336 2.037 0.718 0.0 -0.7 0.2 0.11
H 1.457 2.476 0.820 0.1 0.8 -0.5 0.09
H -0.717 -0.893 2.007 0.0 0.0 0.0 0.09
H -0.306 -2.394 1.191 0.0 0.0 0.0 0.08
H -1.964 -1.758 1.080 0.0 0.0 0.0 0.08
H -1.034 0.173 -1.956 0.1 0.0 -0.1 0.07
H -2.402 -0.639 -1.027 -0.1 0.0 0.1 0.07
```
Forces are in eV/Å.

=====

DFT (ωB97M-V with the def2-TZVPD basis set) results for a single C6H8O2 molecule in a non-equilibrium geometry.

SMILES: C=C[C@@]1(O)C=COC1
Orbital gap: 0.3372 hartree
HOMO energy: -0.308 hartree
Net charge: 0
Spin multiplicity: 1

Structure (XYZ):
```
16
Properties=species:S:1:pos:R:3:forces:R:3:lowdin_charge:R:1
C 0.130 0.717 -0.035 -0.3 -1.5 0.1 -0.62
C -0.831 0.619 1.111 -2.2 -3.3 4.2 0.01
C -1.630 -0.779 -0.525 1.9 -1.8 -4.9 -0.24
C -0.394 -0.394 -0.956 -2.1 1.2 -1.3 -0.08
C 1.539 0.278 0.288 4.3 -1.1 0.1 -0.08
C 1.815 -1.061 0.188 -2.3 1.3 -0.8 0.00
H -0.767 1.900 -1.422 3.3 0.5 4.3 0.25
H -0.478 -0.052 2.060 -0.4 2.2 -2.1 0.18
H -1.453 1.548 1.469 1.6 -1.8 -1.1 0.16
H -2.407 -1.436 -1.036 1.3 0.8 0.6 0.16
H -0.006 -0.497 -1.965 0.1 -0.2 0.3 0.12
H 2.612 0.942 0.491 -3.8 -1.4 -0.3 0.18
H 2.710 -1.517 0.414 2.3 -0.2 0.6 0.02
H 1.127 -1.848 -0.231 0.3 1.3 0.8 0.08
O -0.065 2.011 -0.485 -2.4 1.0 -5.7 -0.07
O -1.901 -0.430 0.635 -1.5 3.0 5.2 -0.06
```
Forces are in eV/Å.

=====

DFT (ωB97M-V with the def2-TZVPD basis set) results for 2 unconnected molecules or ions with the total composition C6H8O2 in a non-equilibrium geometry.

SMILES: C=C1C(C)=C1O.C=O
Orbital gap: 0.3096 hartree
HOMO energy: -0.300 hartree
Net charge: 0
Spin multiplicity: 1

Structure (XYZ):
```
16
Properties=species:S:1:pos:R:3:forces:R:3:lowdin_charge:R:1
C 0.272 0.336 -0.079 2.5 -2.1 -0.5 -0.16
C -1.768 0.266 0.704 -1.4 0.9 1.6 -0.21
C 0.560 1.758 -0.393 -0.5 0.2 0.0 -0.03
C 0.772 -0.653 0.701 -0.7 0.8 0.1 -0.25
C 0.390 -1.970 -1.578 0.0 -0.5 -0.3 0.02
O -1.655 1.072 1.633 -0.1 -0.8 -0.9 -0.07
O 1.233 -0.966 1.900 0.0 -0.3 -0.3 0.15
C 0.554 -1.091 -0.614 -0.8 1.7 0.8 -0.16
H 1.224 -0.189 2.476 -0.1 0.1 -0.1 0.14
H -1.903 -0.811 0.897 0.5 -0.1 -0.1 0.10
H -2.163 0.574 -0.279 0.4 0.1 -0.2 0.11
H 0.209 2.001 -1.397 0.1 0.1 0.1 0.08
H 1.632 1.961 -0.328 -0.1 -0.1 -0.1 0.09
H 0.047 2.401 0.326 0.0 0.0 -0.1 0.08
H 0.391 -3.028 -1.374 0.3 -0.1 0.0 0.05
H 0.205 -1.660 -2.593 -0.2 0.1 -0.1 0.05
```
Forces are in eV/Å.

=====

DFT (ωB97M-V with the def2-TZVPD basis set) results for a single C6H8O2 molecule in a non-equilibrium geometry.

SMILES: C#CC(O)(O)C1CC1
Orbital gap: 0.4022 hartree
HOMO energy: -0.372 hartree
Net charge: 0
Spin multiplicity: 1

Structure (XYZ):
```
16
Properties=species:S:1:pos:R:3:forces:R:3:lowdin_charge:R:1
C 2.382 1.353 -0.046 0.3 0.7 0.3 0.14
C 1.751 0.350 -0.099 -1.1 -1.0 -0.2 -0.03
C -1.182 1.243 0.007 0.0 -0.9 0.5 -0.07
C -1.865 -0.093 -0.179 -0.7 0.0 0.4 -0.11
C -0.605 -0.081 0.574 1.8 1.1 -4.1 -0.18
C 0.707 -0.699 -0.046 -0.2 -0.4 -0.2 -0.55
O 1.191 -1.649 0.873 0.2 -0.7 0.5 0.01
O 0.451 -1.326 -1.290 -1.1 0.7 0.3 0.03
H 2.790 2.300 0.160 0.5 0.4 -0.2 0.03
H -0.738 1.819 -0.806 0.2 -0.9 -0.1 0.11
H -1.608 1.944 0.698 -0.2 -0.1 0.6 0.09
H -2.766 -0.373 0.363 0.0 0.4 0.0 0.11
H -1.816 -0.540 -1.141 0.1 -0.2 -0.7 0.09
H -0.433 -0.290 1.551 -0.6 0.1 3.1 0.11
H 0.515 -2.309 1.135 0.3 0.7 -0.6 0.12
H 1.225 -1.648 -1.752 0.6 0.2 0.3 0.10
```
Forces are in eV/Å.

=====

DFT (ωB97M-V with the def2-TZVPD basis set) results for 2 unconnected molecules or ions with the total composition C6H8O2PS in a non-equilibrium geometry.

Orbital gap: 0.2842 hartree
HOMO energy: -0.161 hartree
Net charge: -1
Spin multiplicity: 1

Structure (XYZ):
```
18
Properties=species:S:1:pos:R:3:forces:R:3:lowdin_charge:R:1
C 2.874 0.850 -0.580 0.0 0.2 -1.9 -0.26
C 2.134 -0.296 -0.194 -0.2 -0.7 0.8 -0.31
C 2.245 1.643 -1.525 -1.1 -1.2 1.5 -0.44
C 0.859 -0.295 -0.664 -2.3 -1.3 -0.4 -0.53
C -1.423 0.264 1.490 2.6 4.7 0.1 -0.23
C -2.312 -0.249 0.454 2.0 -1.1 -2.3 -0.34
O -1.991 -2.330 -1.578 -0.1 1.0 -0.6 -0.38
O -1.272 -2.839 0.751 1.0 -1.0 2.5 -0.34
P -1.541 -1.853 -0.261 -0.6 1.9 -1.7 0.51
S 0.593 1.014 -1.735 1.3 0.5 0.4 0.82
H 3.916 0.990 -0.418 0.7 0.2 0.6 0.07
H 2.459 -1.164 0.420 0.1 1.0 -0.3 0.09
H 2.592 2.581 -1.886 0.2 0.4 -0.5 0.02
H -1.529 1.486 1.372 0.3 -2.7 1.0 0.12
H -1.625 -0.021 2.501 -0.3 -0.3 0.5 0.05
H -0.315 0.138 1.272 -1.4 -0.2 0.2 0.04
H -2.440 0.524 -0.304 0.0 -0.5 -0.4 0.07
H -3.226 -0.443 0.885 -2.3 -0.9 0.6 0.04
```
Forces are in eV/Å.

=====

What is the spin multiplicity in the eighth record? 1